A molecular structure, C10H48BInNO14, computed with wB97M-V/def2-TZVPD.

**Total charge**: -1
**Gap between HOMO and LUMO**: 5.52 eV
**HOMO level**: -0.1516 Eh

Each line ends with the Mulliken charge.
Cartesian coordinates (Å):
In  0.39294  3.40423  -0.97798  1.1100
O  4.73427  2.59029  -4.25165  -0.6161
O  2.44044  -5.04471  2.80740  -0.6735
O  -2.14893  -1.90319  2.04230  -0.3996
O  -6.35134  -0.78706  5.09079  -0.6171
O  3.32051  6.29270  2.48984  -0.6382
O  0.38745  -1.99731  -3.10868  -0.4288
O  5.37468  -5.88081  1.71782  -0.6232
O  3.13313  1.56176  0.42491  -0.4729
O  -0.11536  -4.35944  0.78405  -0.4966
O  -3.81365  0.60649  3.73472  -0.6340
O  3.68620  3.30386  1.92861  -0.7467
O  -2.97332  -4.04998  -2.80379  -0.6616
O  -4.65574  0.49844  1.71411  -0.6393
O  0.35093  -2.98501  3.94861  -0.6088
N  -1.29686  0.89958  0.63808  -0.2317
C  -0.29285  0.35283  -3.36827  0.8008
C  -2.20639  2.00752  0.23566  -0.5406
C  -1.73291  2.71776  -1.02747  -1.1748
C  -1.03500  -1.99719  -1.11918  0.0681
C  0.37056  -2.14213  -1.69745  -0.3107
C  0.01297  1.66709  -4.07454  -0.8961
C  1.80931  2.38254  -2.36927  -1.1709
C  1.22779  3.15286  1.11747  -0.8002
C  0.77469  -0.70306  -3.56059  -0.9682
C  1.42503  2.20951  -3.83945  -0.7611
B  2.67322  2.66405  1.14141  0.2839
H  0.15606  -2.34919  3.24862  0.3230
H  2.71469  2.99754  -2.36116  0.7430
H  0.74387  -3.14577  -1.48403  0.2583
H  1.02288  -0.82537  -4.61687  0.2203
H  -3.10740  -0.02959  3.57395  0.2992
H  0.42965  5.16445  -1.28551  -0.4455
H  -3.57143  -3.42866  -3.22959  0.3100
H  4.51290  2.03698  -5.00619  0.2925
H  1.73206  -5.19851  3.44287  0.3005
H  0.40588  -4.69860  1.52072  0.2485
H  -2.75731  -2.38328  2.61350  0.2387
H  2.11863  1.49805  -4.31088  0.1206
H  0.41405  -2.43703  4.73729  0.2878
H  3.45728  3.20557  2.85591  0.2857
H  -2.09638  -3.72390  -3.04092  0.3410
H  2.92543  -4.30602  3.19260  0.3345
H  -2.34770  2.71412  1.05731  0.2095
H  -1.97369  2.06434  -1.86951  0.2709
H  1.18343  4.11509  1.63493  0.1858
H  -0.11628  1.51890  -5.15444  0.4722
H  -2.33317  3.62255  -1.16965  0.5278
H  -1.69108  -1.53509  -1.85257  0.3654
H  -1.85312  0.05625  0.73747  0.1685
H  -4.98251  -0.35523  1.99944  0.2541
H  2.78805  6.08677  3.26276  0.2838
H  -0.44756  0.52770  -2.30140  -0.5299
H  -1.47647  -2.55900  1.81002  0.2149
H  1.54094  3.14032  -4.39811  0.4152
H  5.51064  -6.81407  1.90267  0.3013
H  0.59571  2.45173  1.66657  0.2010
H  -1.23471  -0.05142  -3.75284  0.4380
H  4.54321  -5.66591  2.15671  0.3338
H  0.03190  -4.98120  0.06559  0.2738
H  1.07367  -1.45502  -1.21950  0.3026
H  -1.04664  -1.38496  -0.22421  -0.9338
H  2.11080  1.41509  -1.96335  0.2040
H  -4.64109  1.07292  2.54774  0.3856
H  -1.47038  -2.95738  -0.85016  0.4832
H  3.77941  1.79478  -0.24728  0.2514
H  5.26896  2.03013  -3.68183  0.2972
H  -4.42682  0.15317  4.32727  0.3317
H  -3.17851  1.54436  0.05649  0.3100
H  -0.95413  1.06361  1.57763  0.1043
H  1.67990  -0.40333  -3.02578  0.3682
H  -6.60567  -1.68144  5.33624  0.3014
H  -0.71864  2.42044  -3.77739  0.2100
H  3.64631  5.42717  2.19829  0.3810
H  -6.84739  -0.21369  5.68311  0.3067

=====

A molecular structure, H20Mg2O26S4, computed with wB97M-V/def2-TZVPD.

**Total charge**: -4
**Gap between HOMO and LUMO**: 5.62 eV
**HOMO level**: 0.0624 Eh

Each line ends with the Mulliken charge.
Cartesian coordinates (Å):
S  4.36976  -2.15232  0.64718  1.2774
S  -0.22886  0.32781  0.48006  0.8483
S  -4.45393  -2.31253  -1.24087  1.1131
S  -0.43823  -2.90947  -2.40258  1.3774
Mg  2.07310  -1.00219  -1.51899  0.9737
Mg  -2.73771  -0.48946  -1.72278  0.8014
O  -0.58962  3.96045  2.14175  -0.7717
O  -1.36341  0.26828  -0.49746  -0.2316
O  -3.93472  -3.65567  -1.19534  -0.6509
O  -0.83329  -4.19672  -1.89091  -0.7167
O  3.26688  -1.78733  -0.31129  -0.1378
O  -1.39603  1.41300  3.59527  -0.7827
O  0.01974  1.78740  0.79763  -0.5206
O  4.25870  -1.21486  1.81308  -0.9313
O  -0.19794  -2.94651  -3.87084  -0.7998
O  0.96562  -0.17346  -0.18104  -0.3483
O  -3.94123  1.04693  -1.24908  -0.3169
O  -1.57798  3.27876  -0.94108  -0.7239
O  -4.22497  -1.62539  -2.57509  -0.7598
O  -2.41910  -2.28329  2.09995  -0.8149
O  0.81575  -2.42345  -1.73266  -0.5992
O  -5.92162  -2.28723  -1.00525  -0.8580
O  -0.58172  -0.40605  1.71440  -0.6190
O  1.97481  2.90750  -0.52534  -0.7625
O  3.52516  1.43924  1.74945  -0.7466
O  4.21585  -3.54345  1.07163  -0.7486
O  5.68260  -1.94515  -0.01984  -0.7817
O  1.76812  -0.79891  3.23454  -0.7662
O  -1.52257  -1.87303  -2.13986  -0.6661
O  -3.72533  -1.40530  -0.28380  -0.6901
O  0.86182  0.07108  -2.85919  -0.5311
O  3.23311  0.77001  -1.67273  -0.5603
H  0.22639  4.27901  2.53703  0.2868
H  -2.19203  3.50240  -0.23765  0.2874
H  0.53474  0.97025  -2.93932  0.2415
H  3.88742  0.51342  1.73280  0.4578
H  4.14463  0.86965  -1.38244  0.2894
H  -3.75219  1.27126  -0.32862  0.2239
H  2.70282  1.34961  1.25519  0.2877
H  2.56883  3.26362  0.14384  0.2947
H  -4.81089  1.39623  -1.44446  0.2028
H  1.20634  2.51548  -0.00048  0.3189
H  -1.14982  2.45905  -0.63853  0.2141
H  -2.95739  -2.15365  1.30060  0.4460
H  -1.61813  -1.73926  1.93059  0.3256
H  2.74626  1.52861  -1.26518  0.3847
H  0.22045  -0.50163  -3.31967  0.1967
H  -0.90411  2.22603  3.44153  0.3806
H  -0.30584  3.17359  1.59100  0.4508
H  -1.14359  0.83252  2.83355  0.3386
H  2.60154  -0.88403  2.70727  0.3967
H  1.05181  -0.71086  2.57403  0.4203

=====

A molecular structure, C35H34ClI2N2OPTb, computed with wB97M-V/def2-TZVPD.

**Total charge**: +1
**Gap between HOMO and LUMO (alpha / beta)**: 7.75 / 7.92 eV
**⟨S²⟩**: 12.7134
**HOMO level (alpha / beta)**: -0.3757 / -0.3742 Eh
**Spin multiplicity**: 7

Each line ends with the Mulliken charge.
Cartesian coordinates (Å):
Tb  0.16841  0.07243  0.78593  0.6369
I  4.26530  3.09662  6.07802  0.1011
I  0.39332  3.41580  1.32373  0.1628
Cl  2.03016  -1.80063  -0.67987  -0.2108
P  -0.04030  -0.35290  -2.12855  0.8496
O  1.98890  0.97676  0.69261  -0.2448
N  -0.44045  -0.69672  3.28640  0.2372
N  2.08680  -1.48509  2.38717  0.0991
C  2.57347  -1.09482  -2.16432  0.8933
C  -1.68587  -0.37172  3.66572  0.1604
C  1.60799  -0.41127  -2.89734  -0.0171
C  -0.63683  -2.03000  -2.56486  0.6536
C  2.41920  1.35399  1.85413  -0.0050
C  -0.43644  -4.14286  -3.69087  -0.6904
C  -0.92249  0.83558  -3.17718  0.1069
C  3.42880  -0.86217  2.22598  -1.1806
C  3.43535  2.32642  4.29036  -0.2892
C  -2.12736  -3.84542  -2.02272  -0.7739
C  -2.25811  2.84119  -4.52787  -0.5949
C  3.87234  -1.21971  -2.60721  -0.7921
C  -0.75643  2.16669  -2.79006  -0.1194
C  1.96354  0.15186  -4.11707  -0.2597
C  -1.75437  0.50682  -4.23913  -0.4094
C  4.20081  -0.67886  -3.84304  -0.6448
C  1.98433  2.55631  2.43442  0.0389
C  3.25280  -0.00800  -4.59898  -0.8276
C  1.76198  -1.64761  3.81012  -0.7502
C  2.46802  3.05950  3.61749  -0.5115
C  3.29857  0.57477  2.64706  0.3159
C  3.81816  1.07544  3.82725  -0.1930
C  -2.19771  -0.61896  4.92260  -1.1419
C  -2.86716  1.94303  0.36299  1.4460
C  -0.12071  -1.64972  5.45298  -0.9574
C  -1.39215  -1.27410  5.84373  -0.3460
C  0.33228  -1.33040  4.17363  0.5399
C  -3.14498  2.31617  1.82168  -1.7644
C  -2.42088  1.51869  -4.91121  -0.7507
C  -1.48565  -4.65489  -2.94601  -0.6124
C  -1.70777  -2.54142  -1.83120  -0.5320
C  -2.24106  0.53284  0.22337  -0.6592
C  -4.18612  2.03189  -0.41325  -1.6809
C  -1.42037  3.16837  -3.47020  -0.6501
C  -0.00513  -2.84056  -3.50512  -0.3034
H  -2.79558  3.62164  -5.04586  0.4010
H  -1.80591  -5.67554  -3.09456  0.4169
H  -2.98555  -0.15613  0.67074  0.4055
H  0.52354  -2.17646  6.13946  0.4596
H  -4.04207  1.81301  -1.46865  0.3208
H  4.52631  0.48135  4.38920  0.4694
H  -2.18371  2.69837  -0.05596  -0.1685
H  -2.24628  2.22099  2.43700  0.3044
H  -3.20273  -0.31339  5.16418  0.4865
H  -2.95550  -4.23398  -1.45208  0.4625
H  2.37690  -0.93887  4.37697  0.2605
H  4.60918  -1.73990  -2.01836  0.5013
H  -2.29611  0.10674  2.91195  0.3160
H  2.09688  3.98642  4.02445  0.4534
H  3.51400  0.38804  -5.56924  0.4370
H  -2.21664  -1.91302  -1.11111  0.2419
H  -1.74435  -1.48573  6.84121  0.4399
H  -3.07533  1.27638  -5.73466  0.4311
H  3.70305  -0.90947  1.16815  0.2008
H  0.05387  -4.76140  -4.42623  0.4413
H  2.00112  -2.65058  4.18798  0.4213
H  -4.89846  1.31320  -0.01465  0.3656
H  2.12490  -2.41325  1.96311  0.2863
H  -4.62123  3.02589  -0.32884  0.4335
H  -0.10062  2.39466  -1.95063  0.3153
H  -1.29865  4.19914  -3.17251  0.4442
H  1.22893  0.70741  -4.68111  0.5286
H  -3.48498  3.34905  1.89101  0.3886
H  4.18892  -1.38527  2.82115  0.3948
H  -3.92714  1.67721  2.23221  0.4164
H  -2.32092  0.32372  -0.86632  0.0234
H  5.20543  -0.80001  -4.21586  0.4158
H  0.82677  -2.46578  -4.08671  0.4696
H  -1.88020  -0.52777  -4.52676  0.4863

=====

A molecular structure, C15H15N2O3PS, computed with wB97M-V/def2-TZVPD.

**Gap between HOMO and LUMO**: 8.19 eV
**HOMO level**: -0.3006 Eh
**ΔE to the lowest compared entry with this formula, charge and spin**: 101.0 kcal/mol

Each line ends with the Mulliken charge.
Cartesian coordinates (Å):
S  1.04750  2.11193  2.04012  -0.3389
P  -3.46123  -1.01246  -1.19231  0.7713
O  -2.73487  -0.28036  -2.15096  -0.6316
O  -4.62240  -1.84888  -1.81818  -0.4724
O  -2.12439  -1.69657  -1.12933  -0.6798
N  -1.12854  2.51145  3.49203  -0.5872
N  -2.93765  1.04381  3.31986  -0.5987
C  2.14857  -0.84011  -0.82801  -0.6706
C  -3.19800  -0.69452  1.61936  -0.9100
C  3.03931  -0.98091  -1.81762  -0.6473
C  2.06064  0.37762  -0.05082  0.7284
C  -1.10515  0.69137  1.99084  0.7788
C  4.16040  0.95175  -1.15233  -0.4991
C  -2.34645  0.37777  2.29041  0.5875
C  5.28547  -0.69568  -2.91512  -1.2899
C  -0.18313  -0.04696  1.01942  -0.9561
C  0.95894  0.68562  0.84905  0.5769
C  4.16045  -0.31899  -1.90092  0.7898
C  -3.93536  -0.14746  0.39066  -0.6373
C  -0.52227  1.69593  2.66787  0.3187
C  3.16486  1.29765  -0.33120  -0.9675
C  -2.35845  2.16209  3.78319  -0.2386
H  3.09449  2.14707  0.18256  0.5788
H  1.45208  -1.63914  -0.74275  0.4967
H  -4.96773  -0.27391  0.71237  0.4167
H  -3.94285  -1.20134  2.28957  0.3822
H  4.95143  1.66628  -1.32737  0.3678
H  5.01858  -1.68526  -3.31415  0.3366
H  5.54846  0.11763  -3.53314  0.3501
H  6.18202  -1.02565  -2.36183  0.3208
H  -2.75220  2.78539  4.59604  0.3799
H  -2.47682  -1.47894  1.46990  0.5256
H  -3.81696  0.97671  0.37101  0.4236
H  2.98228  -1.97794  -2.35444  0.1360
H  -1.96722  -0.81915  -1.78739  0.4336
H  -0.33467  -0.92439  0.34526  0.0630
H  -4.33912  -2.01142  -2.72163  0.3621

=====

A molecular structure, C4H5LiO5Pb, computed with wB97M-V/def2-TZVPD.

**Total charge**: +3
**Gap between HOMO and LUMO (alpha / beta)**: 7.11 / 7.89 eV
**⟨S²⟩**: 0.7526
**HOMO level (alpha / beta)**: -0.7439 / -0.7726 Eh
**Spin multiplicity**: 2

Each line ends with the Mulliken charge.
Cartesian coordinates (Å):
Pb  3.18129  -0.78911  -2.50075  1.3838
O  -1.55623  -1.41987  0.34158  -0.2925
O  1.01493  0.33807  -0.19658  -0.2607
O  -2.72092  -3.27787  0.61251  -0.2375
O  3.05100  0.55333  -1.02820  -0.7109
O  2.47545  1.85725  0.63678  -0.6718
C  2.24346  0.92077  -0.11476  1.1223
C  -0.06659  1.00538  0.31430  -0.1393
C  -2.60697  -2.02623  0.47319  0.4988
C  -1.35234  0.32810  0.05428  -0.6376
Li  4.26252  2.34932  0.03731  0.9284
H  -1.51645  0.29846  -1.03203  0.4224
H  -0.52283  0.54717  1.42203  0.2554
H  -2.20932  0.85721  0.48139  0.4405
H  -3.61511  -3.61670  0.42411  0.4566
H  -0.06190  2.07473  0.07482  0.4421

=====

A gas-phase ion, C2H3N4 (charge +1), computed with wB97M-V/def2-TZVPD.

**Total charge**: +1
**Gap between HOMO and LUMO**: 7.10 eV
**HOMO level**: -0.5351 Eh
**SMILES**: [H]/N=C/C=N\[N+]#N
**ΔE to the lowest compared entry with this formula, charge and spin**: 38.9 kcal/mol

Each line ends with the Mulliken charge.
Cartesian coordinates (Å):
N  1.10391  -0.46850  -1.97361  0.7462
N  0.00543  0.01572  1.98087  -0.4106
N  0.08276  -0.30421  -1.39394  0.0087
N  1.92086  -0.66600  -2.70188  -0.3478
C  -0.57102  -0.30563  -0.31506  0.0410
C  -0.32138  0.43537  0.87304  -0.0629
H  -1.65955  -0.67169  -0.23597  0.3422
H  -0.61885  1.54847  0.87809  0.3849
H  0.05784  0.41646  2.88847  0.2984